1.
Formula: C2H5NO2PS
Source: the OMol25 dataset
Level of theory: the ωB97M-V functional and the def2-TZVPD basis

Element x y z (Å)
S: -0.415 -3.052 2.658
P: 0.557 -1.351 2.667
O: -1.658 0.466 -1.515
O: -0.482 -0.126 2.088
N: 0.336 -0.578 1.000
C: -0.428 0.939 -1.965
C: 1.081 0.356 0.432
H: 1.058 1.385 0.749
H: -0.485 1.960 -2.307
H: 1.783 0.029 -0.312
H: -1.485 -0.274 -0.916
H: 0.138 0.245 -2.578

Energy above the lowest of the compared OMol25 structures with the same formula, charge and spin = 107.84 kcal per mole
Frontier orbital gap (spin up / spin down) = 6.149 / 7.962 eV
HOMO (spin up / spin down) = -0.0865 / -0.1508 Ha
LUMO level (spin up / spin down) = 3.8 / 3.9 eV
Total charge = -1
Multiplicity = 1

2.
Formula: C2H5NO2S
Source: the OMol25 dataset
Level of theory: the ωB97M-V functional and the def2-TZVPD basis

Element x y z (Å)
S: -1.839 1.937 -0.158
O: -0.173 2.135 -0.454
O: -2.276 2.272 1.192
N: 0.253 0.703 1.290
C: 0.055 -0.344 -0.976
C: -0.314 0.873 0.061
H: 0.388 1.671 1.650
H: 1.029 -0.737 -0.698
H: -0.026 0.080 1.943
H: -0.816 -0.953 -1.016
H: 0.419 0.066 -1.980

Energy above the lowest of the compared OMol25 structures with the same formula, charge and spin = 55.11 kcal per mole
Frontier orbital gap = 9.525 eV
HOMO = -0.3258 Ha
LUMO level = 0.7 eV
Total charge = 0
Multiplicity = 1